# 1
{
  "formula": "C13H14MnN6O3SSe",
  "method": "the ωB97M-V functional and the def2-TZVPD basis",
  "homo_ev": [-4.4, -4.5],
  "charge": -1,
  "spin_multiplicity": 5,
  "orbital_gap_ev": [6.572, 7.095],
  "de_lowest_kcal_mol": 0.0,
  "e_lumo_ev": [2.20, 2.63],
  "species": ["Mn", "N", "C", "S", "N", "N", "C", "C", "C", "C", "C", "C", "C", "O", "H", "H", "H", "H", "H", "H", "H", "C", "C", "N", "O", "C", "C", "N", "O", "H", "H", "H", "H", "H", "H", "H", "Se", "C", "N"],
  "coordinates": [[-0.73789, -0.58164, -0.36237], [-4.90223, -0.80817, -2.21769], [-3.65432, -0.57187, -1.65392], [-2.31301, -1.38550, -2.36740], [-3.69089, 0.24603, -0.64589], [-2.47779, 0.46510, 0.00423], [-2.50648, 1.49199, 0.76810], [-1.45446, 2.02311, 1.60464], [-1.66087, 3.28656, 2.17479], [-0.71148, 3.88991, 2.96794], [0.48635, 3.20615, 3.20831], [0.70964, 1.95663, 2.67606], [-0.25416, 1.32292, 1.85930], [-0.04479, 0.12991, 1.39478], [-4.87089, -1.08451, -3.18291], [-5.59240, -0.11116, -1.98351], [-3.44693, 2.03804, 0.75499], [-2.59342, 3.79952, 1.95962], [-0.88079, 4.87324, 3.38700], [1.25390, 3.66952, 3.81816], [1.63498, 1.42263, 2.85526], [4.05258, -2.46827, -1.13434], [2.70960, -1.80315, -1.04959], [2.47363, -0.58898, -1.33415], [3.58080, 0.11262, -1.76339], [1.54649, -2.59807, -0.55747], [1.70296, -4.04295, -0.21116], [0.41016, -2.03853, -0.40688], [-0.67420, -2.56733, 0.08753], [4.78996, -1.76993, -1.51114], [4.01618, -3.33885, -1.79279], [4.36701, -2.81417, -0.14680], [3.20996, 0.98823, -1.91740], [2.48168, -4.18118, 0.54237], [1.98525, -4.62203, -1.09387], [0.76306, -4.42498, 0.17584], [0.35962, 3.83724, -1.75606], [0.05034, 2.09588, -1.62196], [-0.11713, 0.94603, -1.52819]],
  "forces_ev_per_a": [[-1.5655, 1.0652, -0.2825], [0.0965, -0.0441, 0.0414], [-0.1385, -0.0443, -0.1625], [0.0837, 0.0811, 0.2957], [0.2047, -0.0360, 0.1818], [-0.0150, -0.4408, -0.2947], [0.0086, 0.3313, 0.2785], [-0.1267, 0.0898, -0.1158], [-0.0583, 0.0537, -0.0213], [0.0313, -0.0375, 0.0118], [-0.0166, -0.0410, -0.0385], [0.0122, 0.0189, 0.0543], [0.0388, -0.1705, 0.0301], [0.1189, -0.1872, -0.2214], [-0.0010, -0.0165, -0.0489], [0.0179, 0.0190, -0.0240], [-0.0239, 0.0612, 0.0692], [0.0282, -0.0135, 0.0074], [-0.0019, -0.0150, -0.0182], [0.0027, -0.0084, 0.0033], [-0.0145, 0.0151, 0.0069], [-0.0531, -0.0630, 0.0252], [-0.2020, -0.1842, 0.0986], [-0.0777, -0.0461, 0.0408], [0.0709, 0.0124, -0.0183], [0.2119, -0.0976, -0.0813], [0.0946, -0.0928, 0.0149], [0.6622, -0.7467, 0.0762], [0.3525, 0.1374, 0.0974], [0.0475, 0.0151, -0.0252], [-0.0134, 0.0234, 0.0262], [-0.0087, 0.0039, -0.0368], [-0.0465, 0.1205, -0.0157], [-0.0146, -0.0083, -0.0287], [0.0077, -0.0005, 0.0322], [-0.0087, 0.0004, -0.0014], [0.0656, 0.2788, -0.0845], [0.1089, -0.2163, -0.0059], [0.1214, 0.1832, 0.1337]],
  "lowdin_spin": [3.8369, 0.0026, 0.0036, 0.0614, -0.0074, -0.0217, 0.0158, 0.0050, 0.0022, 0.0043, 0.0038, 0.0049, 0.0111, 0.0865, 0.0014, 0.0002, -0.0003, -0.0001, 0.0002, 0.0002, 0.0002, -0.0008, -0.0024, 0.0110, 0.0038, 0.0090, -0.0003, -0.0747, -0.0235, 0.0000, -0.0002, -0.0002, 0.0000, 0.0007, 0.0011, -0.0006, 0.0233, 0.0253, 0.0176]
}

# 2
{
  "formula": "C13H14N",
  "method": "the ωB97M-V functional and the def2-TZVPD basis",
  "homo_ev": -12.8,
  "smiles": "[NH3+]C(c1ccccc1)c1ccccc1",
  "charge": 1,
  "spin_multiplicity": 1,
  "orbital_gap_ev": 9.519,
  "de_lowest_kcal_mol": 5.5,
  "e_lumo_ev": -3.33,
  "species": ["N", "C", "C", "C", "C", "C", "C", "C", "C", "C", "C", "C", "C", "C", "H", "H", "H", "H", "H", "H", "H", "H", "H", "H", "H", "H", "H", "H"],
  "coordinates": [[-0.09213, 1.63232, 2.89782], [-0.03876, 0.90421, 1.56505], [-1.30200, 0.21299, 1.14419], [-2.45992, 1.00247, 1.34738], [-3.72306, 0.43153, 1.28102], [-3.84679, -0.90763, 0.94686], [-2.73573, -1.66252, 0.62613], [-1.46078, -1.08804, 0.63355], [1.27295, 0.20475, 1.45927], [2.36131, 1.02547, 1.15839], [3.61909, 0.49502, 0.89065], [3.77342, -0.89507, 0.90152], [2.73383, -1.69194, 1.41238], [1.49264, -1.14056, 1.78169], [0.76252, 2.21659, 2.87183], [-0.15839, 1.06550, 3.73117], [-0.85117, 2.26909, 2.75230], [-0.00295, 1.82980, 1.02388], [-2.32148, 2.09181, 1.48977], [-4.56059, 1.09960, 1.40163], [-4.83904, -1.31195, 0.94523], [-2.86632, -2.67334, 0.28945], [-0.60854, -1.60406, 0.19150], [2.17478, 2.07618, 1.00594], [4.41248, 1.14536, 0.55289], [4.74876, -1.29592, 0.54689], [2.87817, -2.77544, 1.37253], [0.70926, -1.77987, 2.23571]],
  "forces_ev_per_a": [[0.6126, 0.2276, -0.4370], [0.5942, -0.3058, -0.9895], [-1.3519, 0.2121, 0.6614], [0.5303, -0.4510, -0.0028], [0.7246, 0.8605, -0.3938], [-0.1796, 0.3187, 0.5145], [0.3684, 0.5317, -0.5097], [0.2633, 0.4397, 0.4164], [0.5542, -0.0713, 0.8766], [0.1968, -0.5797, -0.6026], [-0.5170, -0.3574, -0.1718], [0.2671, 0.3134, 0.3383], [0.2554, -0.1124, -0.5473], [0.2000, -0.3735, -0.5509], [-0.2833, -0.5571, 0.6404], [-0.1250, -0.1509, 0.4171], [-0.9588, 0.4149, 0.9201], [0.3830, 0.1825, -1.3781], [-0.4048, -0.6150, 0.1269], [-0.3489, -0.2529, 0.1005], [-0.2391, -0.4236, -0.1502], [0.0470, -0.2761, -0.1158], [-0.1837, -0.1231, 0.5395], [0.1147, 0.3330, -0.1206], [0.1029, -0.0155, 0.0992], [-1.0285, -0.0008, 0.4196], [-0.1315, 0.3605, 0.4984], [0.5375, 0.4713, -0.5985]],
  "nbo_charge": [-0.6662, -0.0432, -0.0797, -0.2256, -0.1801, -0.1802, -0.1907, -0.1784, -0.0993, -0.2109, -0.1873, -0.1777, -0.1917, -0.2057, 0.4459, 0.4455, 0.4371, 0.2055, 0.1882, 0.2324, 0.2346, 0.2363, 0.2381, 0.2016, 0.2348, 0.2422, 0.2372, 0.2375]
}

# 3
{
  "formula": "C13H14N2V",
  "method": "the ωB97M-V functional and the def2-TZVPD basis",
  "homo_ev": [-7.2, -8.3],
  "spin_multiplicity": 4,
  "orbital_gap_ev": [6.380, 7.181],
  "de_lowest_kcal_mol": 1.8,
  "e_lumo_ev": [-0.81, -1.09],
  "species": ["V", "C", "H", "H", "H", "H", "H", "C", "C", "C", "C", "C", "C", "N", "N", "C", "C", "C", "C", "C", "C", "H", "H", "H", "H", "H", "H", "H", "H", "H"],
  "coordinates": [[0.69655, 1.07424, -1.12714], [1.51759, 0.61728, -2.99276], [1.19995, 0.00086, -3.83611], [1.43556, 1.72077, -3.20644], [2.39096, 0.21575, -2.36056], [0.92193, 2.19768, 0.12847], [0.13731, 2.46726, 0.02466], [2.71632, -3.48665, 1.22824], [2.90650, -2.81613, 0.01816], [1.99314, -1.86623, -0.43508], [0.89394, -1.52254, 0.39689], [0.66787, -2.23285, 1.59083], [1.58434, -3.19927, 1.99793], [0.14122, -0.36624, 0.10254], [-0.81707, -0.07283, 1.02315], [-1.59831, 1.02733, 0.72456], [-2.86905, 1.19149, 1.37028], [-3.81361, 2.04360, 0.81884], [-3.44235, 2.82351, -0.29415], [-2.14269, 2.79909, -0.81101], [-1.16556, 1.95055, -0.25278], [3.44549, -4.23090, 1.54945], [3.77582, -3.03104, -0.59086], [2.09443, -1.36395, -1.40222], [-0.19574, -1.96864, 2.20161], [1.41450, -3.72795, 2.92652], [-3.05940, 0.68041, 2.31055], [-4.79702, 2.16809, 1.27637], [-4.17994, 3.51243, -0.69772], [-1.85266, 3.39486, -1.68222]],
  "forces_ev_per_a": [[-1.2572, -0.3285, -0.2617], [-0.7974, 0.1329, 1.6289], [0.4385, 0.1510, 0.2754], [0.8062, -0.6993, -0.0575], [-0.5012, 0.9981, -1.4009], [3.0204, 0.6512, 0.8319], [-0.9561, -0.4530, -0.4193], [-0.1577, 0.2343, -0.1502], [-0.2455, 0.0086, -0.0961], [-0.7924, 0.2624, 0.7279], [0.8007, -0.3966, 0.5827], [0.3538, 0.0150, -0.1775], [-0.0016, 0.0202, -0.4128], [-1.5881, 1.4140, 1.0942], [0.5698, -0.7077, -0.9657], [0.1073, 0.2110, 0.0716], [0.4322, -0.0837, -0.1623], [0.9698, 0.1983, 0.1098], [0.0744, 0.2376, -0.2044], [-0.0462, -0.0779, 0.5011], [-1.5155, -0.9608, -1.5431], [-0.2372, 0.2166, -0.0166], [-0.0311, -0.0850, 0.0037], [0.1024, -0.3720, 0.4784], [0.3791, -0.1234, -0.1975], [0.0143, -0.0124, 0.0176], [-0.0724, -0.3183, -0.3519], [0.3369, -0.0883, -0.1574], [0.1158, -0.1662, -0.1703], [-0.3219, 0.1216, 0.4220]],
  "lowdin_spin": [2.4178, -0.0629, 0.0001, 0.0034, 0.0031, 0.0010, 0.0017, 0.0035, 0.0014, 0.0122, 0.0096, 0.0021, 0.0013, 0.0692, 0.3370, 0.0167, 0.0585, 0.0033, 0.0663, 0.0050, 0.0400, 0.0002, -0.0001, 0.0053, 0.0008, 0.0000, 0.0020, -0.0014, 0.0034, -0.0005]
}

# 4
{
  "formula": "C13H14N7PdS2",
  "method": "the ωB97M-V functional and the def2-TZVPD basis",
  "homo_ev": -10.8,
  "charge": 1,
  "spin_multiplicity": 1,
  "orbital_gap_ev": 7.498,
  "de_lowest_kcal_mol": 0.0,
  "e_lumo_ev": -3.31,
  "species": ["Pd", "N", "C", "S", "N", "N", "C", "C", "C", "C", "C", "C", "N", "H", "H", "H", "H", "H", "H", "H", "S", "C", "N", "C", "C", "C", "N", "H", "H", "H", "H", "C", "C", "N", "H", "H", "H"],
  "coordinates": [[0.60370, -0.65119, -0.20672], [3.19317, 1.03080, 2.82236], [2.31442, 0.36637, 2.05585], [2.22211, 0.84594, 0.37717], [1.60334, -0.57370, 2.62603], [0.81704, -1.19964, 1.70474], [0.04263, -2.13902, 2.10400], [-0.79360, -2.77945, 1.09897], [-1.69056, -3.79010, 1.39878], [-2.46663, -4.31953, 0.38079], [-2.31555, -3.83078, -0.90555], [-1.38747, -2.82955, -1.13500], [-0.64030, -2.31383, -0.15870], [3.74590, 1.77665, 2.44397], [3.27471, 0.78989, 3.79486], [0.02265, -2.42800, 3.14775], [-1.77039, -4.15164, 2.41441], [-3.18068, -5.10427, 0.59082], [-2.90215, -4.21431, -1.72754], [-1.22436, -2.43382, -2.12693], [0.71175, -0.67571, -2.60033], [1.37359, 0.90863, -2.60029], [0.52274, 1.96067, -2.43176], [0.92793, 3.23910, -2.35067], [2.25348, 3.51541, -2.49507], [3.08316, 2.41860, -2.75692], [2.66741, 1.16641, -2.81155], [-0.45887, 1.72450, -2.35014], [0.16277, 3.98333, -2.18460], [2.63207, 4.52300, -2.43238], [4.14031, 2.57024, -2.94638], [-3.28411, 2.39486, 1.36343], [-2.19775, 1.52819, 0.89942], [-1.33254, 0.85740, 0.55418], [-3.00066, 2.85960, 2.30552], [-4.18660, 1.80548, 1.51154], [-3.48267, 3.16948, 0.62593]],
  "forces_ev_per_a": [[0.8017, -1.2829, 0.0031], [-0.1232, -0.0274, -0.0261], [0.1415, 0.2564, 0.1297], [0.1955, 0.1536, -0.1509], [-0.0776, -0.2018, -0.4562], [-0.2525, 0.4300, 0.6801], [0.0191, -0.1160, -0.0392], [0.0627, 0.0055, 0.0483], [0.0154, -0.0407, -0.0007], [-0.0253, -0.0120, -0.0087], [-0.0029, -0.0332, 0.0073], [0.0963, -0.0379, 0.0960], [-0.5207, -0.0026, -0.2846], [0.0059, -0.0061, -0.0049], [0.0301, -0.0075, 0.0027], [0.0595, -0.0406, 0.0005], [-0.0219, 0.0217, 0.0053], [0.0071, -0.0041, -0.0026], [0.0197, -0.0152, -0.0040], [-0.0517, 0.0534, -0.0062], [0.1193, 0.4736, 0.3612], [0.1118, 0.1982, -0.5012], [-0.1613, 0.0190, -0.0343], [0.0213, 0.0135, 0.0084], [-0.0235, 0.0013, 0.0196], [0.0568, -0.0668, -0.0489], [-0.0518, -0.0450, 0.0368], [0.0192, -0.0077, 0.1179], [-0.0051, -0.0019, 0.0009], [0.0032, -0.0057, -0.0226], [0.0012, -0.0050, 0.0321], [0.1430, -0.1637, -0.0486], [-0.1238, 0.1721, 0.1394], [-0.4978, 0.3264, -0.0472], [0.0037, 0.0015, 0.0022], [-0.0005, -0.0054, 0.0017], [0.0057, 0.0029, -0.0062]],
  "nbo_charge": [0.6849, -0.7669, 0.3079, -0.1963, -0.4126, -0.1978, 0.0381, 0.1590, -0.2122, -0.1304, -0.2394, 0.0772, -0.4476, 0.4113, 0.4169, 0.2237, 0.2389, 0.2381, 0.2423, 0.2251, -0.1671, 0.3049, -0.5039, 0.1186, -0.3131, 0.1632, -0.4385, 0.4486, 0.2371, 0.2558, 0.2229, -0.7250, 0.3595, -0.4199, 0.2686, 0.2673, 0.2609]
}